The following is a DFT calculation (ωB97M-V/def2-TZVPD) of a cluster of 14 separate species, C36H100N6O14 in total in a non-equilibrium geometry.

Computed properties:
Total charge: 0
LUMO: 0.0092 hartree
Total energy: -2813.5178 a.u.
Frontier orbital gap: 0.34276 Ha
Energy above the lowest of the compared OMol25 structures with the same formula, charge and spin: 3.077 eV

Last column: Löwdin charge in e.
Cartesian coordinates (Å):
C  -0.808  5.224  -0.910  -0.671
O  -1.919  5.538  -1.312  0.005
N  0.014  6.119  -0.295  0.161
N  -0.115  4.091  -1.222  0.188
H  0.947  5.852  -0.030  0.069
H  -0.228  7.090  -0.228  0.102
H  -0.558  3.272  -1.599  0.076
H  0.824  4.000  -0.867  0.046
C  3.043  4.217  0.567  -0.678
O  2.806  4.552  -0.585  0.006
N  3.695  5.028  1.433  0.164
N  2.535  3.119  1.182  0.188
H  4.116  5.899  1.165  0.105
H  3.889  4.656  2.347  0.073
H  1.718  2.761  0.708  0.064
H  2.716  2.825  2.132  0.043
C  -2.610  -0.612  -5.148  -0.637
O  -1.702  -0.061  -4.533  0.017
N  -3.857  -0.054  -5.273  0.165
N  -2.623  -1.782  -5.828  0.161
H  -4.109  0.831  -4.827  0.062
H  -4.530  -0.431  -5.911  0.093
H  -3.461  -2.209  -6.164  0.098
H  -1.761  -2.304  -5.833  0.076
C  -6.292  -2.023  -0.489  -0.053
C  -5.183  -1.261  -1.191  -0.490
C  -4.139  -2.257  -1.730  -0.046
O  -5.729  -0.490  -2.257  -0.057
H  -5.878  -2.511  0.393  0.067
H  -6.824  -2.718  -1.140  0.084
H  -7.006  -1.256  -0.183  0.085
H  -4.709  -0.504  -0.564  0.122
H  -4.628  -3.030  -2.324  0.082
H  -3.508  -2.713  -0.965  0.068
H  -3.425  -1.683  -2.327  0.068
H  -6.131  -1.159  -2.825  0.090
C  1.723  0.831  -5.222  -0.061
C  1.273  1.796  -4.136  -0.432
C  0.407  2.976  -4.582  -0.041
O  0.562  1.005  -3.159  -0.095
H  0.981  0.241  -5.760  0.071
H  2.518  0.219  -4.800  0.075
H  2.102  1.480  -6.020  0.082
H  2.158  2.210  -3.650  0.139
H  -0.312  3.313  -3.837  0.048
H  -0.357  2.627  -5.294  0.077
H  0.873  3.750  -5.190  0.084
H  -0.215  0.638  -3.600  0.032
C  1.518  -4.376  -3.128  -0.068
C  1.057  -4.123  -4.550  -0.472
C  0.823  -2.618  -4.849  -0.048
O  2.103  -4.558  -5.424  -0.060
H  0.785  -3.969  -2.426  0.079
H  2.417  -3.838  -2.817  0.072
H  1.781  -5.424  -2.987  0.080
H  0.196  -4.733  -4.845  0.135
H  1.573  -1.873  -4.613  0.074
H  -0.160  -2.498  -4.381  0.068
H  0.519  -2.593  -5.903  0.077
H  1.879  -3.974  -6.156  0.066
C  4.833  -6.339  0.834  -0.072
C  4.614  -4.859  0.639  -0.427
C  3.256  -4.577  -0.072  -0.043
O  4.452  -4.302  1.963  -0.090
H  3.967  -6.795  1.320  0.083
H  5.633  -6.495  1.562  0.086
H  5.143  -6.835  -0.086  0.087
H  5.511  -4.551  0.103  0.143
H  3.219  -5.068  -1.046  0.059
H  2.972  -3.539  -0.247  0.067
H  2.469  -4.994  0.560  0.076
H  3.991  -4.879  2.575  0.074
C  0.304  -2.351  3.509  -0.052
C  1.584  -3.153  3.464  -0.486
C  2.822  -2.356  3.854  -0.050
O  1.345  -4.301  4.259  -0.025
H  0.218  -1.751  4.422  0.081
H  -0.565  -3.007  3.559  0.081
H  0.212  -1.537  2.788  0.058
H  1.903  -3.480  2.466  0.114
H  3.740  -2.944  3.857  0.070
H  2.644  -1.914  4.839  0.087
H  3.116  -1.511  3.233  0.042
H  1.800  -4.992  3.770  0.079
C  -3.346  4.027  -3.859  -0.051
C  -3.565  2.699  -3.124  -0.426
C  -3.812  2.996  -1.648  -0.052
O  -4.752  2.157  -3.780  -0.100
H  -2.402  4.453  -3.519  0.059
H  -4.166  4.734  -3.744  0.087
H  -3.333  3.776  -4.922  0.078
H  -2.772  1.992  -3.375  0.112
H  -4.612  3.733  -1.529  0.094
H  -3.061  3.625  -1.164  0.052
H  -4.036  2.070  -1.116  0.062
H  -5.243  1.646  -3.125  0.063
C  -3.718  2.830  3.315  -0.048
C  -2.292  2.547  2.864  -0.471
C  -1.433  3.795  2.592  -0.036
O  -1.642  1.805  3.904  -0.073
H  -4.385  3.368  2.639  0.077
H  -3.552  3.586  4.092  0.082
H  -4.237  2.027  3.836  0.065
H  -2.221  1.977  1.933  0.108
H  -0.751  4.214  3.324  0.080
H  -2.104  4.550  2.168  0.079
H  -0.938  3.565  1.643  0.054
H  -1.720  0.854  3.753  0.041
C  -1.448  0.415  -0.526  -0.052
C  -0.075  0.394  0.129  -0.455
C  0.461  -1.049  -0.047  -0.041
O  0.721  1.385  -0.446  -0.063
H  -2.121  -0.395  -0.239  0.050
H  -1.412  0.288  -1.611  0.072
H  -1.997  1.353  -0.412  0.058
H  -0.249  0.538  1.198  0.117
H  0.646  -1.361  -1.079  0.076
H  -0.180  -1.815  0.390  0.067
H  1.453  -1.197  0.392  0.060
H  1.062  1.067  -1.298  0.078
C  -5.049  -1.297  3.629  -0.046
C  -3.574  -1.711  3.426  -0.443
C  -3.150  -1.619  1.984  -0.046
O  -2.711  -0.793  4.157  -0.081
H  -5.175  -0.966  4.660  0.078
H  -5.715  -2.117  3.361  0.077
H  -5.271  -0.464  2.959  0.075
H  -3.497  -2.663  3.956  0.136
H  -3.285  -0.628  1.549  0.072
H  -3.726  -2.344  1.410  0.076
H  -2.064  -1.731  1.975  0.060
H  -2.893  -0.976  5.085  0.099
C  4.554  -0.462  0.723  -0.046
C  5.893  -0.351  1.528  -0.438
C  5.731  0.560  2.772  -0.061
O  6.308  -1.624  1.969  -0.048
H  4.730  -0.803  -0.297  0.078
H  4.034  0.495  0.627  0.065
H  3.826  -1.089  1.243  0.046
H  6.599  0.122  0.845  0.130
H  6.627  0.712  3.382  0.074
H  5.062  0.220  3.564  0.056
H  5.477  1.594  2.525  0.071
H  5.613  -2.290  1.932  0.049
C  2.077  1.013  3.489  -0.037
C  2.265  2.189  4.463  -0.472
C  2.732  1.853  5.840  -0.044
O  3.119  3.207  3.904  -0.077
H  1.313  1.337  2.787  0.070
H  1.685  0.160  4.047  0.062
H  2.985  0.539  3.119  0.049
H  1.214  2.503  4.512  0.128
H  3.664  1.325  5.610  0.088
H  2.120  1.030  6.221  0.085
H  2.751  2.582  6.647  0.087
H  3.000  3.845  4.619  0.102

Forces on the atoms, in the same order (eV/Å):
C 1.2 0.7 -1.4
O -0.5 -0.5 0.4
N 0.3 0.5 1.0
N -0.6 -0.3 0.3
H 0.1 0.1 -0.2
H -0.3 -0.2 0.0
H -0.1 0.0 0.2
H 0.1 -0.1 -0.3
C -0.4 0.6 1.2
O -0.3 -0.2 -0.5
N 0.9 0.3 0.8
N -0.5 -0.7 -1.1
H 0.0 -0.2 -0.3
H 0.0 0.2 0.0
H 0.2 -0.7 0.0
H 0.1 0.7 -0.4
C -2.6 1.4 -0.3
O 0.2 -0.9 -0.3
N 0.2 0.7 0.5
N 2.4 -1.1 0.1
H 0.1 -0.1 0.1
H 0.0 -0.1 -0.1
H -0.1 0.0 0.1
H -0.3 -0.1 -0.1
C 0.0 1.3 0.6
C 0.4 -0.9 -0.4
C 0.5 1.0 0.0
O -0.1 -0.3 -0.2
H -0.3 -0.2 0.0
H 0.3 -0.2 -0.1
H -0.2 -0.3 0.3
H 0.0 -0.3 0.3
H 0.1 0.0 -0.1
H -0.4 -0.2 0.3
H -0.1 -0.2 -0.4
H -0.1 0.4 -0.4
C 0.6 1.4 -0.8
C -1.0 -0.3 0.2
C -1.6 -1.0 -1.4
O 0.5 0.5 0.3
H -0.5 -0.1 0.7
H 0.0 -0.2 -0.3
H 0.6 -0.2 0.0
H 0.0 -0.2 0.2
H 0.9 0.6 0.6
H 0.2 -0.6 -0.3
H 0.5 0.2 0.7
H -0.2 -0.2 -0.1
C -0.1 0.3 0.3
C 1.8 0.8 0.2
C -2.3 -2.0 -0.1
O -0.1 0.3 -0.3
H -0.3 -0.7 0.1
H 0.2 0.3 -0.8
H -0.5 -0.1 0.2
H -0.4 0.4 0.5
H 0.0 -0.3 0.3
H 0.3 1.1 0.5
H 0.5 0.4 -0.2
H 0.9 -0.5 -0.7
C 0.2 -0.4 0.4
C -2.1 -0.9 0.7
C 0.7 -0.4 -0.3
O 1.3 1.4 -0.4
H -0.2 -0.2 -0.5
H 0.2 0.2 -0.2
H -0.4 -0.2 0.0
H -0.1 1.1 0.4
H 0.0 -0.1 0.0
H 0.5 0.2 0.2
H 0.0 -0.2 0.0
H 0.1 -0.4 -0.4
C -0.2 0.9 0.5
C 0.6 1.0 -1.2
C 0.3 0.4 1.3
O 0.7 -0.4 0.0
H 0.4 -0.4 0.4
H 0.0 0.0 -0.5
H 0.0 -0.5 -0.6
H -1.0 -0.1 -0.4
H -0.2 -0.3 0.3
H 0.3 -0.2 0.2
H -0.7 -0.1 -0.5
H -0.1 -0.4 0.5
C 0.5 -0.9 -0.4
C -1.0 1.7 -0.6
C -0.2 0.0 0.0
O -0.1 0.0 0.7
H -0.1 0.3 -0.2
H 0.0 -0.1 0.5
H 0.4 0.2 -0.1
H 0.4 0.1 0.6
H -0.6 -0.5 -0.4
H 0.7 -0.7 -0.2
H 0.0 0.2 0.3
H 0.0 -0.2 0.0
C 0.2 1.4 1.0
C 0.7 -0.5 0.4
C -1.2 0.0 -2.1
O 0.5 0.1 0.0
H 0.2 -0.4 -0.5
H -0.2 0.0 0.3
H 0.2 -0.4 -0.4
H -0.4 -0.2 0.0
H -0.2 -0.3 0.3
H -0.1 0.5 0.7
H 1.0 0.0 0.4
H -0.4 0.1 0.1
C -1.1 0.2 -0.9
C -1.3 -2.0 -0.8
C 1.1 -0.1 0.1
O 0.8 0.1 0.8
H 0.2 0.0 0.5
H 0.5 0.0 -0.1
H 0.2 0.1 0.4
H 0.5 0.5 0.1
H -0.5 0.5 -0.3
H -0.2 0.2 0.1
H 0.0 0.3 0.4
H -0.4 0.1 -0.2
C 0.7 0.2 -0.6
C -0.9 1.4 1.0
C 0.4 -0.3 0.5
O -0.4 -0.5 -0.2
H -0.3 -0.2 0.0
H -0.1 0.0 0.2
H -0.1 0.1 0.1
H 0.5 -0.5 -0.8
H -0.5 0.1 0.4
H 0.5 -0.1 -0.3
H -0.1 -0.7 -0.5
H 0.2 0.3 0.1
C 0.3 0.6 0.4
C -2.2 0.5 0.7
C 0.5 0.7 0.4
O 0.9 -0.2 -0.2
H 0.0 -0.4 0.1
H 0.3 0.2 0.0
H 0.2 -0.4 -0.1
H 0.5 -0.4 0.2
H 0.6 -0.5 -0.6
H -0.5 -0.4 -0.5
H -0.4 -0.1 -0.3
H -0.2 0.2 -0.1
C 0.4 -0.4 1.3
C -1.7 -0.4 -0.5
C 0.4 -2.5 -0.2
O -0.6 -0.1 1.0
H 0.4 -0.4 -0.5
H -0.6 0.3 0.2
H 0.1 0.8 -0.7
H 0.2 0.9 0.1
H 0.6 0.5 0.9
H -0.3 0.1 0.0
H 0.3 0.4 -0.5
H 0.6 0.7 -0.5